Computed, not measured: a single C13H21N3O3 molecule at a distorted geometry, with ωB97M-V with the def2-TZVPD basis set.

XYZ file:
```
40
Properties=species:S:1:pos:R:3
C 0.6291 3.4872 -0.5860
C 1.8277 2.7913 0.0378
O 1.8648 1.4258 -0.3879
C 1.7304 0.4815 0.5285
O 1.7002 0.6762 1.7162
C 1.5905 -0.9203 -0.0860
C 1.9029 -0.9561 -1.5970
C 3.3625 -0.7373 -1.9739
C 2.4066 -1.9508 0.7286
C 3.7366 -1.4439 1.2819
C 0.1026 -1.2052 0.0306
C -0.4000 -2.6229 -0.0013
N -0.6359 -0.1767 0.1110
N -1.9820 -0.2752 0.2193
C -2.7560 0.8399 0.1871
O -2.3536 1.9634 0.0387
C -4.2532 0.5307 0.3908
C -4.6378 -0.7439 -0.1423
N -4.9071 -1.7708 -0.5701
H 0.5979 4.5221 -0.2571
H -0.2902 2.9900 -0.2873
H 0.7032 3.4618 -1.6702
H 1.7725 2.8152 1.1303
H 2.7663 3.2494 -0.2915
H 1.5816 -1.9270 -1.9844
H 1.2950 -0.1876 -2.0760
H 3.9883 -1.5560 -1.6289
H 3.7300 0.1962 -1.5584
H 3.4477 -0.6842 -3.0573
H 2.5952 -2.8197 0.0941
H 1.8048 -2.2762 1.5791
H 4.3662 -1.0211 0.5059
H 4.2693 -2.2734 1.7431
H 3.5674 -0.6856 2.0399
H -0.7793 -2.9131 0.9796
H 0.3900 -3.3111 -0.2788
H -1.2127 -2.7202 -0.7230
H -2.4259 -1.1889 0.3049
H -4.8322 1.3262 -0.0843
H -4.4579 0.5523 1.4660
```

The value obtained for the energy above the lowest of the compared OMol25 structures with the same formula, charge and spin is 74.50 kcal/mol. The HOMO-LUMO gap is 10.06 eV. As for the multiplicity: 1. The value obtained for the HOMO energy is -9.48 eV. As for the LUMO energy: 0.5791 eV. Its largest force on an atom is 1.1 eV/Å.

Computed Mulliken charges, given in elementary charges: -0.890, -0.381, -0.259, -0.023, -0.664, 2.583, -0.780, -1.378, -0.941, -1.503, -0.070, -2.045, 0.029, -0.450, 0.305, -0.605, -0.529, 0.302, -0.420, 0.397, 0.132, 0.284, 0.353, 0.292, 0.418, 0.466, 0.327, 0.295, 0.427, 0.402, 0.414, 0.329, 0.445, 0.326, 0.403, 0.379, 0.604, 0.379, 0.407, 0.239

=====

Computed, not measured: 6 unconnected molecules or ions with the total composition C13H21N5O at a distorted geometry, with ωB97M-V with the def2-TZVPD basis set.

XYZ file:
```
40
Properties=species:S:1:pos:R:3
C 2.6858 -0.1429 0.2318
C 3.9659 0.2768 -0.4634
C 3.8260 1.4232 -1.4394
O 5.0190 -0.2438 -0.2085
H 2.9707 -0.7314 1.1015
H 2.0561 -0.7459 -0.4241
H 2.1355 0.7382 0.5643
H 4.7940 1.6529 -1.8801
H 3.6001 2.3099 -0.8331
H 2.9888 1.2779 -2.1161
C 2.0423 -3.0939 2.6512
C 3.3494 -3.2469 2.0237
N 4.3912 -3.3914 1.5688
H 1.6327 -4.1021 2.7718
H 1.3618 -2.4860 2.0696
H 2.1703 -2.7566 3.6797
C -0.7480 -0.7425 0.4828
C -2.1458 -0.3364 0.6651
N -3.2429 -0.0314 0.8031
H -0.6901 -1.6989 -0.0387
H -0.3142 -0.8756 1.4720
H -0.1742 -0.0403 -0.1141
C -6.6893 0.4255 0.1731
C -6.4473 1.8075 -0.2096
N -6.2488 2.9017 -0.4959
H -6.8933 -0.2221 -0.6744
H -7.4246 0.4063 0.9743
H -5.7625 0.0309 0.6022
C 0.7652 3.7516 2.3702
C 0.4844 3.1394 1.0633
N 0.3177 2.7069 0.0139
H 1.8458 3.6895 2.4733
H 0.2197 3.2479 3.1655
H 0.3913 4.7735 2.3920
C -1.3482 -1.4627 -4.4029
C -0.4347 -1.9606 -3.4002
N 0.2959 -2.3259 -2.5946
H -1.7643 -2.2292 -5.0528
H -0.7840 -0.7491 -5.0073
H -2.1971 -0.9441 -3.9582
```

The value obtained for the energy above the lowest of the compared OMol25 structures with the same formula, charge and spin is 76.20 kcal/mol. The HOMO-LUMO gap is 9.62 eV. As for the multiplicity: 1. The value obtained for the HOMO energy is -9.37 eV. As for the LUMO energy: 0.2571 eV. Its largest force on an atom is 1.1 eV/Å.

Computed Mulliken charges, given in elementary charges: -0.026, 0.450, -1.091, -0.551, 0.098, 0.013, 0.096, 0.350, 0.250, 0.325, -0.361, 0.343, -0.367, 0.343, -0.157, 0.276, -0.522, 0.159, -0.385, 0.361, 0.144, 0.181, -0.611, 0.313, -0.369, 0.248, 0.251, 0.198, -0.849, 0.426, -0.410, 0.269, 0.274, 0.323, -0.793, 0.387, -0.399, 0.290, 0.254, 0.268

=====

Computed, not measured: a molecular structure, C13H22AlFIO4 at a distorted geometry, with ωB97M-V with the def2-TZVPD basis set.

XYZ file:
```
42
Properties=species:S:1:pos:R:3
C -0.1891 2.3627 0.7716
C 0.8325 2.3249 0.1448
C 2.0377 1.8395 -0.5768
C 2.6975 0.6242 0.1180
C 1.7300 -0.5223 0.4811
Al 1.4375 -1.8865 -1.0421
C -0.4536 -1.5684 -1.7495
C -0.6185 -0.4050 -2.7717
C 0.5105 -0.2820 -3.8014
I 0.5741 -2.1008 -4.9838
C 1.3834 -3.7399 -0.1096
O 2.6186 -4.5021 -0.1767
C 3.0154 -4.7421 -1.5056
H -1.0788 2.3082 1.3457
H 2.7628 2.6630 -0.5848
H 1.7418 1.6275 -1.6099
H 3.1250 1.0248 1.0563
H 3.5486 0.2755 -0.4771
H 2.2170 -1.0959 1.2892
H 0.7748 -0.1780 0.8927
H 2.6021 -1.7838 -2.1455
H -0.8877 -2.5101 -2.1184
H -1.0655 -1.2914 -0.8741
H -0.7590 0.5241 -2.2042
H -1.5362 -0.6062 -3.3477
H 1.4919 -0.0879 -3.3713
H 0.2411 0.4953 -4.5219
H 0.5317 -4.3165 -0.5344
H 1.1447 -3.6220 0.9581
H 3.8089 -4.0419 -1.7952
H 2.1814 -4.7212 -2.2178
H 3.4467 -5.7572 -1.5388
C -3.4948 3.6653 4.5008
C -4.7318 3.9600 3.6921
O -4.4797 3.2816 2.4792
C -3.6703 2.2197 2.7880
O -3.4729 1.2977 2.0781
O -3.1293 2.3693 4.0282
F -4.8565 5.2885 3.4378
H -2.6884 4.3707 4.2921
H -3.6846 3.6516 5.5720
H -5.6591 3.5872 4.1327
```

The HOMO-LUMO gap is 5.99 eV. As for the multiplicity: 1. The value obtained for the HOMO energy is -3.92 eV. Its charge is -1. As for the LUMO energy: 2.0723 eV. Its largest force on an atom is 1.4 eV/Å.

Computed Mulliken charges, given in elementary charges: -0.015, -0.034, -0.424, -0.714, -0.576, -0.387, -0.647, -0.668, -0.908, -0.091, -0.413, -0.456, -0.628, 0.034, 0.379, 0.025, 0.326, 0.276, 0.357, 0.284, -0.327, 0.518, 0.331, 0.279, 0.340, 0.253, 0.519, 0.291, 0.334, 0.201, 0.266, 0.264, -0.401, 0.281, -0.297, 0.683, -0.483, -0.308, -0.291, 0.282, 0.257, 0.288

=====

Computed, not measured: a molecular structure, C13H22BI2O3P2Rh at a distorted geometry, with ωB97M-V with the def2-TZVPD basis set.

XYZ file:
```
44
Properties=species:S:1:pos:R:3
I 0.1047 -1.8251 -3.4565
I -0.1879 2.1664 -3.6946
Rh 0.0066 0.5608 -1.5039
P -2.1854 0.0260 -1.4191
C -3.1358 1.4713 -0.9325
C -2.9769 -0.5332 -2.9457
H -3.9794 -0.8582 -2.6605
H -3.7669 -1.3910 -0.4984
H -2.4211 -1.3490 -3.3554
H -2.1500 -2.1377 -0.3418
H -2.9857 2.2733 -1.6636
H -3.0028 0.2850 -3.6495
C -2.7216 -1.2171 -0.2335
H -4.1914 1.1684 -0.9194
H -2.6589 -0.8508 0.7936
H -2.8306 1.8132 0.0650
P 2.2201 0.1127 -1.4450
C 3.0727 1.5791 -0.8501
C 2.7645 -1.1099 -0.2361
H 2.4770 -1.2274 -3.3932
H 4.0400 -0.7648 -2.6779
H 3.0750 0.4026 -3.6659
C 3.0390 -0.4147 -2.9545
H 2.2232 -2.0509 -0.3386
H 3.8218 -1.2506 -0.4751
H 4.1420 1.3263 -0.7926
H 2.6949 1.8453 0.1492
H 2.6638 -0.7254 0.7834
H 2.9152 2.4153 -1.5425
C -0.0809 2.2982 -0.6675
O -0.1293 3.2407 -0.0250
O -0.0027 -1.2644 1.1352
B 0.0024 -0.0074 0.4868
O 0.0117 1.0594 1.4944
C 0.0194 0.4170 2.6818
C 0.0212 0.9733 3.9444
C 0.0160 0.0701 5.0065
C 0.0091 -1.3099 4.7936
C 0.0064 -1.8523 3.5134
C 0.0113 -0.9544 2.4691
H 0.0255 2.0529 4.0578
H 0.0178 0.4310 6.0248
H 0.0056 -1.9784 5.6525
H 0.0005 -2.9157 3.2868
```

The value obtained for the energy above the lowest of the compared OMol25 structures with the same formula, charge and spin is 0.00 kcal/mol. The HOMO-LUMO gap (alpha / beta) is 7.51 / 3.32 eV. As for the expectation value of S²: 6.016. As for the multiplicity: 5. The value obtained for the HOMO energy (alpha / beta) is -13.98 / -13.87 eV. Its charge is +2. As for the LUMO energy (alpha / beta): -6.4659 / -10.5500 eV. Its largest force on an atom is 4.6 eV/Å.

Computed Mulliken charges, given in elementary charges: 0.336, 0.296, -0.330, 0.901, -1.392, -1.088, 0.462, 0.618, 0.330, 0.358, 0.408, 0.375, -1.518, 0.475, 0.382, 0.313, 0.954, -1.370, -1.503, 0.248, 0.444, 0.377, -0.981, 0.338, 0.625, 0.470, 0.307, 0.365, 0.398, -0.053, -0.093, -0.393, 1.485, -0.400, 0.736, -1.039, -0.600, -0.567, -1.134, 0.536, 0.536, 0.440, 0.429, 0.519

=====

Number 1: E_tot -897.9357 a.u.. Number 2: E_tot -856.9071 a.u.. Number 3: E_tot -1449.4362 a.u.. Number 4: E_tot -2147.2324 a.u..